Density functional theory data (ωB97M-V/def2-TZVPD) for a molecular structure, C29H37BiN5O in a non-equilibrium geometry.

Properties
LUMO (alpha / beta) (eV): 2.21 / 2.21
E_tot (Ha): -1690.60848
HOMO energy (alpha / beta) (eV): -2.644 / -2.645
Energy relative to the best compared isomer or geometry (same formula, charge and spin) (eV): 3.6714
Kohn-Sham gap (alpha / beta) (eV): 4.86 / 4.86

```
! wB97M-V def2-TZVPD RIJCOSX def2/J DEFGRID3
* xyz -1 1
H 5.73 3.02 1.06
H 0.75 2.74 3.42
N 4.19 2.20 0.12
H -1.62 -0.48 -3.77
H -1.55 -4.13 1.21
C -1.38 2.39 -2.02
H 5.86 -1.25 0.69
C -0.10 3.13 0.12
H -2.72 0.94 2.96
C -2.20 -1.39 -4.01
O 1.98 -0.13 2.44
H -0.73 -2.59 1.16
C -1.97 1.74 3.05
Bi 0.45 -0.34 0.53
C 0.25 -2.43 -3.53
C 3.44 1.04 0.10
C -1.14 2.43 -0.55
N 2.98 -1.24 4.16
H -1.66 -1.98 -4.76
C 2.86 -0.17 3.37
H 3.64 -1.24 4.92
H -2.48 2.61 3.50
C 0.65 3.44 2.57
H -1.73 1.41 -2.37
N -0.28 -2.40 -2.21
C -3.37 -3.21 -0.33
H -4.67 -2.18 -3.30
H -2.15 3.13 -2.30
C -4.32 -2.96 -1.31
H 1.22 4.78 0.00
C -2.00 -3.08 -0.57
H 1.65 3.65 2.17
H 2.36 -2.03 4.02
C 5.37 -0.29 0.59
C 1.04 3.83 -0.49
H 4.42 0.71 4.35
N 3.72 0.84 3.62
H -3.70 -3.55 0.65
C -5.76 -3.32 -1.09
H 2.25 -1.60 -4.15
C 4.06 -0.25 0.12
C -3.93 -2.43 -2.54
C -3.19 1.00 0.17
H -5.98 -4.38 -1.28
C 0.76 -1.93 -1.41
H -1.19 1.41 3.75
C 2.08 1.51 0.14
N 1.87 -2.34 -2.15
H -3.11 -1.09 -4.53
H -0.22 -2.79 -4.40
H 6.95 0.86 1.53
H 0.26 4.38 2.97
H 3.53 -1.03 -0.44
C 1.56 -2.02 -3.45
H 0.90 3.99 -1.56
H -3.08 0.34 -0.71
H -4.05 1.66 -0.02
H -0.13 -3.95 0.15
C 6.01 0.88 1.00
C 5.34 2.08 0.77
H -3.45 0.36 1.03
H -6.04 -3.10 -0.05
C -2.59 -2.17 -2.80
H 2.00 3.24 -0.37
C -0.25 2.91 1.52
C -1.40 2.10 1.72
C -1.65 -2.57 -1.84
C -1.95 1.78 0.44
H -6.38 -2.72 -1.77
H -0.47 2.65 -2.57
C -1.04 -3.45 0.51
H 1.78 1.35 -1.00
H 3.72 1.68 3.08
*
```